Entry 1:
Formula: C13H13CeClN2O2
Source: the Open Molecules 2025 dataset
Level of theory: ωB97M-V with the def2-TZVPD basis set

Structure (XYZ):
```
32
Properties=species:S:1:pos:R:3:lowdin_charge:R:1
Cl -1.0538 2.7533 -1.8552 0.26
C -0.7107 -1.6784 -1.9780 -0.13
C 0.6813 -1.7766 -1.6156 -0.13
C 1.4048 -0.8085 -2.3832 -0.10
H 1.1236 -2.5008 -0.9304 0.14
C 0.4744 -0.1279 -3.2461 -0.37
C -0.8388 -0.6625 -2.9792 -0.11
H -1.7469 -0.3683 -3.5086 0.16
H -1.5212 -2.2887 -1.5792 0.15
H 2.4878 -0.6556 -2.4000 0.16
C 0.8177 0.8721 -4.2958 0.00
Ce -0.1739 0.5174 -0.9127 0.96
C 2.1673 1.3959 0.1452 0.06
O 2.9943 1.8467 0.8102 0.20
C -2.3599 1.9760 0.5964 -0.04
O -3.0120 2.8352 0.9895 0.14
H 1.7778 1.3562 -4.0891 0.11
H 0.0601 1.6565 -4.3802 0.08
H 0.8883 0.3686 -5.2703 0.13
N -0.4352 -2.2384 1.6656 0.16
C -0.3175 -1.0786 2.3685 -0.33
C -0.4445 -1.1000 3.7768 0.03
C -0.3695 0.0941 4.4771 0.00
C -0.1414 1.2827 3.7673 -0.02
C -0.0128 1.2334 2.3817 -0.18
N -0.1366 0.0783 1.6643 -0.05
H -0.1517 -2.3133 0.6904 0.07
H -0.4926 -3.1010 2.1906 0.13
H -0.5979 -2.0644 4.2611 0.13
H -0.4747 0.1111 5.5608 0.14
H -0.0639 2.2411 4.2853 0.13
H 0.1781 2.1442 1.7929 0.11
```

Results
- LUMO energy (alpha / beta) (eV) = -9.7773 / -9.8258
- charge = +2
- ΔE to the lowest compared entry with this formula, charge and spin (eV) = 0.000
- E_HOMO (alpha / beta) (eV) = -15.40 / -15.40

***

Entry 2:
Formula: C13H13ClN2O3
Source: the Open Molecules 2025 dataset
Level of theory: ωB97M-V with the def2-TZVPD basis set

Structure (XYZ):
```
32
Properties=species:S:1:pos:R:3:lowdin_charge:R:1
C -6.1905 1.1404 -0.6172 -0.01
O -5.2345 0.1335 -0.9700 -0.04
C -4.0588 0.0617 -0.5162 -0.28
C -3.3008 -1.2040 -0.9164 0.12
C -2.0692 -1.1670 -0.3009 -0.02
C -1.5381 -0.1414 0.5161 -0.16
C -0.1724 0.0487 0.6952 -0.30
C 0.8609 -1.0611 0.6539 0.04
C 2.0212 -0.5882 1.0606 -0.18
C 3.3909 -1.1399 1.3887 0.09
N 4.4519 -0.1661 0.4752 0.16
C 4.8715 -0.6623 -0.4851 -0.62
O 4.7088 -1.8311 -1.1399 -0.07
C 5.6828 0.3769 -1.1819 -0.56
Cl 5.8099 2.0995 -0.9121 0.59
O 1.7503 0.6756 1.8397 0.04
N 0.4608 0.7181 1.4416 0.02
C -2.2602 1.1205 0.5008 0.02
C -3.6083 1.1854 0.1157 -0.04
H -5.7081 2.0428 -1.1770 0.14
H -7.1876 0.9871 -1.1990 0.14
H -6.4103 1.2892 0.2436 -0.02
H -3.7401 -1.8843 -1.2333 -0.01
H -1.5070 -1.9939 -0.4618 0.07
H 0.8886 -2.0801 -0.0072 0.18
H 3.7458 -1.2646 2.3562 0.11
H 3.5189 -1.9387 0.8741 0.03
H 4.5482 0.7163 0.7998 0.08
H 5.4684 0.4569 -2.3204 0.10
H 6.7621 -0.0444 -1.1380 0.12
H -1.8584 2.1202 1.1856 0.19
H -4.0971 1.9939 0.4298 0.06
```

Results
- LUMO energy (eV) = 0.4681
- ΔE to the lowest compared entry with this formula, charge and spin (eV) = 12.642
- SMILES string = COc1ccc(-c2cc(CNC(=O)CCl)on2)cc1
- E_HOMO (eV) = -8.23

***

Entry 3:
Formula: C13H13N2S2
Source: the Open Molecules 2025 dataset
Level of theory: ωB97M-V with the def2-TZVPD basis set

Structure (XYZ):
```
30
Properties=species:S:1:pos:R:3:lowdin_charge:R:1
N -1.2033 0.3373 -3.7228 0.15
C -1.0660 0.2690 -2.5625 -0.22
C -0.7782 0.2055 -1.1660 -0.38
C 0.4188 -0.7526 -0.9002 -0.18
C 1.6194 -0.5356 -1.6288 -0.01
C 2.7986 -1.2512 -1.2904 -0.06
C 2.6396 -2.2514 -0.2722 -0.08
C 1.3932 -2.5644 0.4120 -0.02
C 0.3151 -1.7783 -0.0865 -0.08
C -0.4686 1.7489 -0.7912 -0.08
C 0.0273 1.8190 0.6627 -0.33
N -0.7454 1.1062 1.5813 -0.21
C -0.3449 1.1921 2.9463 -1.41
S 0.8720 2.2462 3.2807 0.47
S -0.7441 -0.0066 4.0234 0.37
C -1.9578 0.3768 1.1525 -0.16
C -2.0647 -0.0775 -0.3535 -0.11
H 1.6950 0.2558 -2.4161 0.12
H 3.7366 -1.0429 -1.7181 0.07
H 3.5032 -2.9281 -0.1525 0.09
H 1.1360 -3.3976 1.1414 0.12
H -0.5442 -1.9932 0.5363 0.11
H 0.2343 2.1884 -1.5917 0.13
H -1.4662 2.3692 -0.7367 0.15
H 1.1109 1.6865 0.8519 0.08
H -0.0427 2.8842 0.9603 0.08
H -2.2246 -0.4943 1.7651 0.07
H -2.7219 1.1017 1.3041 0.10
H -2.9338 0.4448 -0.7379 0.11
H -2.1936 -1.1577 -0.4907 0.11
```

Results
- LUMO energy (eV) = 2.9828
- charge = -1
- SMILES string = N#CC1(c2ccccc2)CCN(C(=S)[S-])CC1
- E_HOMO (eV) = -3.11

***

Entry 4:
Formula: C13H13N3O9Rh
Source: the Open Molecules 2025 dataset
Level of theory: ωB97M-V with the def2-TZVPD basis set

Structure (XYZ):
```
39
Properties=species:S:1:pos:R:3:lowdin_charge:R:1
Rh -0.5283 -0.5563 -0.2110 1.13
C 1.5370 -0.6060 1.6255 -0.13
C 2.0653 0.5761 1.9980 -0.11
C 2.5200 1.2717 0.7967 -0.11
C 2.2367 0.5132 -0.2863 -0.14
C 1.5141 -0.6996 0.1527 -0.27
H 1.1131 -1.3742 2.2526 0.10
H 2.1159 0.9725 3.0028 0.09
H 3.0125 2.2355 0.7857 0.09
H 2.5213 0.7259 -1.3086 0.10
H 1.7038 -1.6598 -0.3180 0.10
C -1.5979 -2.8462 -1.3418 -0.29
O -0.3641 -2.4146 -0.8696 -0.42
H -1.9670 -2.2478 -2.1969 0.06
H -2.3770 -2.8358 -0.5635 0.05
H -1.5091 -3.8815 -1.6993 0.06
C -1.5733 -0.5230 2.4950 -0.24
O -1.4325 -1.2725 1.3206 -0.40
H -2.5881 -0.6685 2.8866 0.07
H -1.4270 0.5507 2.3453 0.05
H -0.8707 -0.8574 3.2720 0.06
O 0.7658 7.1418 -1.7001 0.06
N 0.8209 6.0964 -2.3274 -0.37
O 1.2445 6.0130 -3.4688 0.06
C 0.4016 4.8848 -1.6616 -0.15
C -0.0724 4.9425 -0.3558 0.08
C -0.4898 3.7932 0.2512 -0.05
C -0.4171 2.4751 -0.3540 -0.26
O -0.7391 1.4710 0.3031 -0.08
C 0.0830 2.5089 -1.7151 -0.05
C 0.4703 3.6830 -2.3329 0.09
N 0.2286 1.3356 -2.5457 -0.30
O 0.5815 1.4887 -3.7011 0.07
O 0.0172 0.1943 -2.1271 -0.03
N -1.0197 3.9555 1.5999 -0.34
O -1.8576 3.1832 2.0057 0.10
O -0.6001 4.9072 2.2497 0.05
H -0.1246 5.8802 0.1743 0.13
H 0.8386 3.6549 -3.3447 0.13
```

Results
- LUMO energy (eV) = 1.2531
- charge = -1
- E_HOMO (eV) = -5.03

***

Entry 5:
Formula: C13H14
Source: the Open Molecules 2025 dataset
Level of theory: ωB97M-V with the def2-TZVPD basis set

Structure (XYZ):
```
27
Properties=species:S:1:pos:R:3:lowdin_charge:R:1
C -2.7786 1.5268 -0.4905 -0.11
C -3.9730 1.1864 0.1557 -0.10
C -1.7896 0.5756 -0.6907 -0.04
C -4.1340 -0.1367 0.6682 -0.14
C -1.8520 -0.7829 -0.1769 -0.25
C -3.0875 -0.9755 0.5188 0.10
C -0.9737 -1.8319 -0.4946 -0.07
C 0.4278 -1.6304 -0.5685 -0.05
C 0.9753 0.7425 0.6774 -0.01
C 0.9587 -0.4396 -0.1640 -0.23
C 2.2445 0.0288 0.1446 -0.56
C 3.1509 -0.6287 1.1211 -0.05
C 3.1195 0.5547 -0.9501 -0.06
H -2.7617 2.4245 -1.0820 0.10
H -4.9456 1.8924 0.1991 0.14
H -1.0789 0.8088 -1.4322 0.10
H -4.8822 -0.2541 1.4798 0.11
H -1.4465 -2.9108 -0.5300 0.14
H 1.2241 -2.4531 -0.9131 0.16
H 0.7802 1.8107 0.3171 0.13
H 0.8541 0.6511 1.7833 0.13
H 2.6828 -1.4293 1.5358 0.03
H 3.3726 0.0227 2.0702 0.12
H 4.1509 -1.0217 0.5493 0.14
H 3.7029 -0.1547 -1.5686 0.09
H 3.6826 1.2627 -0.4378 0.05
H 2.3764 1.1616 -1.7216 0.14
```

Results
- LUMO energy (alpha / beta) (eV) = -0.6549 / -0.2259
- ΔE to the lowest compared entry with this formula, charge and spin (eV) = 5.568
- E_HOMO (alpha / beta) (eV) = -8.56 / -6.87

***

Entry 6:
Formula: C13H14Br4IrN3O10P2
Source: the Open Molecules 2025 dataset
Level of theory: ωB97M-V with the def2-TZVPD basis set

Structure (XYZ):
```
47
Properties=species:S:1:pos:R:3:lowdin_charge:R:1
Ir 0.0838 -0.5802 0.2033 1.43
C 0.7455 -3.9166 -3.6399 -0.04
C 0.3403 -3.6044 -2.2170 -0.59
O 0.2104 -4.7504 -1.4126 -0.03
P -1.3081 -2.7583 -2.0740 0.51
O -2.3997 -3.8775 -2.1973 -0.05
O -1.6480 -1.8746 -3.3316 -0.07
O -1.5291 -1.9945 -0.7944 -0.39
P 1.4031 -2.3337 -1.4515 0.32
O 2.8694 -2.6285 -1.9575 -0.06
O 0.8469 -1.0130 -1.9597 -0.36
O 1.2855 -2.4740 0.0504 -0.34
H 0.0073 -4.5491 -4.1302 0.10
H 1.7050 -4.4333 -3.6263 0.10
H 0.8504 -2.9860 -4.1957 0.09
H 0.7413 -4.6446 -0.6081 0.11
H -2.1072 -4.7377 -1.8837 0.10
H -1.1989 -1.0251 -3.3437 0.09
H 3.5360 -2.1455 -1.4638 0.09
Br 2.9064 6.0168 0.6662 0.83
C 2.7259 4.1688 0.4332 -0.72
C 3.8695 3.3438 0.4316 -0.73
Br 5.5638 4.1052 0.6475 0.83
C 3.7297 1.9695 0.2991 -0.62
Br 5.2103 0.8267 0.3714 0.86
C 2.4643 1.3447 0.1536 -0.34
O 2.3232 0.1055 0.1265 -0.04
C 1.2778 2.2214 0.0432 -0.36
O 0.1531 1.7218 -0.2005 -0.05
C 1.4699 3.6053 0.2603 -0.63
Br -0.1015 4.6167 0.3725 0.85
C -0.8729 2.6619 3.9801 0.01
N -1.6316 1.8796 3.0241 -0.03
C -2.9482 2.1214 2.8249 -0.02
C -3.6689 1.4479 1.8983 0.03
C -3.0038 0.4614 1.1078 -0.34
N -1.7093 0.2328 1.3428 0.06
C -1.0029 0.9266 2.2631 -0.53
O 0.2100 0.6908 2.3557 -0.02
N -3.6124 -0.2323 0.1653 0.21
H -1.3384 2.6048 4.9645 0.11
H -0.8208 3.7062 3.6628 0.09
H 0.1341 2.2524 4.0286 0.10
H -3.3895 2.8845 3.4486 0.15
H -4.7155 1.6477 1.7470 0.12
H -4.5855 -0.0795 -0.0405 0.13
H -3.0706 -0.9252 -0.3444 0.08
```

Results
- LUMO energy (alpha / beta) (eV) = -5.9217 / -5.8122
- spin multiplicity = 2
- charge = +1
- ΔE to the lowest compared entry with this formula, charge and spin (eV) = 4.295
- E_HOMO (alpha / beta) (eV) = -10.62 / -10.62

***

Please write out number 6 again, unchanged.
Formula: C13H14Br4IrN3O10P2
Source: the Open Molecules 2025 dataset
Level of theory: ωB97M-V with the def2-TZVPD basis set

Structure (XYZ):
```
47
Properties=species:S:1:pos:R:3:lowdin_charge:R:1
Ir 0.0838 -0.5802 0.2033 1.43
C 0.7455 -3.9166 -3.6399 -0.04
C 0.3403 -3.6044 -2.2170 -0.59
O 0.2104 -4.7504 -1.4126 -0.03
P -1.3081 -2.7583 -2.0740 0.51
O -2.3997 -3.8775 -2.1973 -0.05
O -1.6480 -1.8746 -3.3316 -0.07
O -1.5291 -1.9945 -0.7944 -0.39
P 1.4031 -2.3337 -1.4515 0.32
O 2.8694 -2.6285 -1.9575 -0.06
O 0.8469 -1.0130 -1.9597 -0.36
O 1.2855 -2.4740 0.0504 -0.34
H 0.0073 -4.5491 -4.1302 0.10
H 1.7050 -4.4333 -3.6263 0.10
H 0.8504 -2.9860 -4.1957 0.09
H 0.7413 -4.6446 -0.6081 0.11
H -2.1072 -4.7377 -1.8837 0.10
H -1.1989 -1.0251 -3.3437 0.09
H 3.5360 -2.1455 -1.4638 0.09
Br 2.9064 6.0168 0.6662 0.83
C 2.7259 4.1688 0.4332 -0.72
C 3.8695 3.3438 0.4316 -0.73
Br 5.5638 4.1052 0.6475 0.83
C 3.7297 1.9695 0.2991 -0.62
Br 5.2103 0.8267 0.3714 0.86
C 2.4643 1.3447 0.1536 -0.34
O 2.3232 0.1055 0.1265 -0.04
C 1.2778 2.2214 0.0432 -0.36
O 0.1531 1.7218 -0.2005 -0.05
C 1.4699 3.6053 0.2603 -0.63
Br -0.1015 4.6167 0.3725 0.85
C -0.8729 2.6619 3.9801 0.01
N -1.6316 1.8796 3.0241 -0.03
C -2.9482 2.1214 2.8249 -0.02
C -3.6689 1.4479 1.8983 0.03
C -3.0038 0.4614 1.1078 -0.34
N -1.7093 0.2328 1.3428 0.06
C -1.0029 0.9266 2.2631 -0.53
O 0.2100 0.6908 2.3557 -0.02
N -3.6124 -0.2323 0.1653 0.21
H -1.3384 2.6048 4.9645 0.11
H -0.8208 3.7062 3.6628 0.09
H 0.1341 2.2524 4.0286 0.10
H -3.3895 2.8845 3.4486 0.15
H -4.7155 1.6477 1.7470 0.12
H -4.5855 -0.0795 -0.0405 0.13
H -3.0706 -0.9252 -0.3444 0.08
```

Results
- LUMO energy (alpha / beta) (eV) = -5.9217 / -5.8122
- spin multiplicity = 2
- charge = +1
- ΔE to the lowest compared entry with this formula, charge and spin (eV) = 4.295
- E_HOMO (alpha / beta) (eV) = -10.62 / -10.62